A 10-piece molecular cluster, C32H49BNO30P overall, computed with ωB97M-V/def2-TZVPD.

XYZ file:
```
114
C32H49BNO30P | OMol25 | ωB97M-V/def2-TZVPD
P 1.44233 2.41434 -2.83792
O 8.79277 4.45323 -7.60484
O 0.02921 7.14294 -1.81595
O 3.76729 0.93936 -6.95865
O -5.36802 -1.77290 1.68392
O 1.55377 1.06143 -7.31581
O -7.16974 -2.10034 10.35795
O 5.32556 1.18457 -10.18489
O 4.34095 3.11400 -9.50475
O -5.55646 -0.29624 3.36722
O -8.85525 -3.58523 10.09245
O -1.48670 -2.98157 1.56203
O 0.48919 -3.18557 0.48223
O -1.97092 6.75988 -2.76402
O -3.04404 -3.87146 9.30386
O -1.68088 -5.62553 9.73156
O 3.94799 3.58362 -2.03005
O -1.47217 8.82688 -1.99036
O -4.29714 -4.61294 5.35195
O 3.94599 1.04957 -2.33989
O -3.58690 -0.51065 2.27670
O -7.51061 -3.73426 11.88490
O 7.77052 6.30419 -6.80397
O -4.47338 -4.59063 3.09387
O 9.92719 5.86783 -6.27943
O -1.49751 0.88368 -2.41502
O -1.28734 -4.45473 -0.11992
O 6.57826 3.00399 -9.68564
O 2.58966 2.68894 -6.13400
O -2.92371 -4.70982 11.38482
O -2.49269 -5.03970 4.08959
N 0.63957 1.55135 -1.51074
C 10.73798 4.70929 -6.43084
C 6.25121 4.37059 -9.46915
C -2.54250 -4.71131 0.50138
C -3.81503 -4.73514 4.08868
C -1.17754 5.60231 -3.00130
C 0.10090 2.46941 -0.46797
C -3.66608 -3.49909 11.47375
C 3.37178 -0.30437 -7.51644
C -0.65491 -3.51008 0.62909
C -8.58894 -4.63487 12.10658
C -1.16668 7.68488 -2.17250
C 8.73935 5.60822 -6.88699
C -6.61890 -2.02360 2.31250
C -2.47459 -4.81277 10.10572
C -0.35708 0.58158 -1.98036
C 10.15492 4.04629 -7.64289
C -4.72852 -0.82970 2.42825
C 5.39108 1.09037 -2.43698
C 5.40780 2.32734 -9.82552
C -2.02949 -4.89919 5.42862
C -0.08105 5.73446 -1.98893
C -9.16183 -4.81776 10.73301
C 6.02800 0.56396 -1.05799
C -7.78733 -3.05020 10.74132
C 2.63246 1.65970 -6.74580
C -4.08578 -3.25737 10.05593
C 2.04307 0.00584 -8.13173
C -3.27969 -5.07589 6.23417
C -2.80038 -3.45263 1.27015
C -6.86867 -0.76153 3.08280
C 0.06709 -0.97157 -1.88036
C 4.86109 4.30255 -8.91748
B 3.33397 2.33512 -2.36148
H 0.73942 -1.06907 -0.96705
H -1.27383 -5.65004 5.66050
H 1.32671 1.67073 -4.07179
H -3.47502 -6.12378 6.47945
H 7.12643 0.30793 -1.28879
H 1.36476 -0.84802 -8.11266
H 10.23712 2.95954 -7.60451
H -1.59012 -3.90517 5.54871
H -4.51687 -3.61225 12.14654
H 11.78476 4.98291 -6.56752
H 6.95084 4.83145 -8.77554
H 2.13139 0.36638 -9.16026
H 5.82836 2.06969 -2.80402
H -2.44334 -5.58646 1.15076
H -4.16170 -2.19615 9.81853
H 6.01704 1.41638 -0.30792
H 0.98867 3.10756 -0.10462
H 3.65722 4.26718 -2.67889
H -0.80450 5.63270 -4.02901
H 6.29688 4.90033 -10.42545
H -0.21628 1.85258 0.43816
H 4.25971 5.16878 -9.19519
H -6.51881 -2.89824 2.96135
H -0.34097 5.28102 -1.02893
H -3.01240 -2.71073 11.85760
H -10.23854 -4.98991 10.74915
H 10.64625 4.09374 -5.53151
H -8.68029 -5.63129 10.18295
H 0.69886 -1.18359 -2.81439
H -3.31265 -4.90977 -0.24504
H 5.68039 0.30174 -3.22627
H -7.39374 -2.21987 1.57027
H -8.23177 -5.57069 12.53792
H -3.32195 -2.69865 0.67519
H -1.76453 4.69309 -2.86489
H -9.29878 -4.17315 12.79861
H -7.42645 -0.93792 4.00336
H -5.03327 -3.74431 9.81075
H -7.39161 -0.00530 2.49010
H 4.84638 4.19476 -7.82923
H 3.29883 -1.04543 -6.71494
H 10.60495 4.40352 -8.57348
H -3.26807 -4.49266 7.15524
H -3.36657 -3.63306 2.19206
H 4.10103 -0.64749 -8.25129
H 5.50306 -0.36003 -0.65955
H -0.85480 -1.63561 -1.84377
H -0.71502 3.16273 -0.85779
H 0.86039 5.31085 -2.33730
```

Its net charge is 0. The calculation puts the molecular weight at 969.51 Da. For the max |F|, the calculation gives 4.10 eV Å⁻¹. Its total energy is -106859.5879 eV. The HOMO-LUMO gap comes out at 7.680 eV.


C32H49IrN9O6PS as an isolated structure, computed with ωB97M-V/def2-TZVPD.

XYZ file:
```
99
C32H49IrN9O6PS | OMol25 | ωB97M-V/def2-TZVPD
Ir -0.22219 0.02298 -0.27350
S 3.11604 -0.01904 0.45229
P -3.49808 1.29866 0.30259
O 3.64528 -1.12973 1.18335
O 0.29855 1.96048 -0.16207
O 2.68552 1.14080 1.19339
O -2.21098 0.72483 -0.19582
O -1.10046 -1.86543 0.01208
O -0.26435 0.25445 -2.44289
N 3.27318 -1.99827 -1.55273
N 1.80794 -0.49397 -0.45029
N -0.20247 -0.19696 1.69032
N 7.10565 1.99282 -3.41930
N -4.80775 0.43568 -0.19381
N -0.52488 -1.38911 2.17891
N 0.92477 -2.19740 -1.68981
N -3.68516 2.81806 -0.29482
N -3.53865 1.35391 1.94664
C -0.92592 -2.23184 1.21205
C -4.99225 3.43785 -0.44309
C 0.28811 0.33067 4.02773
C 6.19176 1.53113 -2.50748
C 5.51273 -0.11662 -0.87618
C 2.03500 -1.61011 -1.25689
C 3.38744 -3.05413 -2.34706
C 2.29751 -3.73848 -2.85571
C 4.04911 1.71373 -1.41627
C -1.68421 -6.26953 2.25817
C -1.43440 -5.33923 3.25843
C 0.62463 2.54355 0.90637
C -2.57292 3.64560 -0.72929
C -1.18931 -4.01768 2.93044
C 4.97269 2.19805 -2.32038
C -3.33239 0.13413 2.71450
C -2.15772 -1.26652 -2.76848
C -1.35467 -0.11145 -3.31166
C -5.02347 0.22984 -1.61824
C 4.31608 0.55932 -0.69564
C -1.45772 -4.55867 0.59013
C 0.44323 2.03567 2.22672
C -1.19974 -3.62383 1.59215
C 0.21290 2.57277 -3.19729
C -4.13720 2.43976 2.70489
C 0.15422 0.73941 2.59404
C 1.22061 3.90456 0.76172
C -5.92923 0.03950 0.63869
C 0.68007 1.13597 -3.08571
C -1.69648 -5.87973 0.92507
C 6.44597 0.36713 -1.76825
C 1.05559 -3.25058 -2.48020
H 1.14412 -0.34182 4.11690
H 3.11403 2.24043 -1.26013
H 1.60000 1.04298 -2.51253
H 0.64102 4.63847 1.32387
H 0.73214 2.70930 3.02014
H -4.26026 -0.19617 3.19262
H 7.38423 -0.15626 -1.90499
H -1.89051 -6.60833 0.14944
H -3.05982 -1.36829 -3.37414
H -2.45407 -1.11032 -1.73602
H 8.03722 1.61911 -3.40359
H -5.18971 3.66918 -1.49344
H -0.69619 2.65943 -3.79307
H 0.99046 3.14863 -3.70215
H -2.97564 -0.66571 2.06986
H -5.74380 0.27981 1.68168
H -5.14842 -0.83228 -1.83841
H -6.84214 0.55574 0.32332
H 5.69851 -1.01960 -0.31185
H -1.86902 -7.30335 2.51878
H 0.46195 1.20705 4.64665
H -0.89783 -0.39919 -4.26245
H -6.10244 -1.03616 0.55741
H 0.86164 0.72574 -4.08286
H -2.72643 3.96203 -1.76497
H -1.59931 -2.19770 -2.82700
H -0.98600 -3.28660 3.69969
H 4.76548 3.10093 -2.88205
H -2.59124 0.30585 3.49697
H -4.17134 0.60070 -2.18524
H 4.39977 -3.36289 -2.58616
H 2.22630 3.87421 1.18498
H -1.46346 -4.23464 -0.44168
H -5.77765 2.77665 -0.08205
H -2.48615 4.54359 -0.10909
H -1.42668 -5.64747 4.29512
H 7.01115 2.92644 -3.77512
H -1.64770 3.08042 -0.67310
H -5.04446 4.37105 0.12495
H -1.97798 0.76968 -3.48886
H 0.13773 -3.72738 -2.81245
H 0.03748 3.00846 -2.21724
H -5.15362 2.19686 3.03498
H 2.41339 -4.59892 -3.49714
H -4.16730 3.34999 2.11171
H 1.27070 4.19450 -0.28450
H -0.58179 -0.21415 4.38654
H -3.53151 2.63415 3.59256
H -5.92084 0.76146 -1.95107
```

The multiplicity is 2. Its net charge is +1. The calculation puts the molecular weight at 911.06 Da. For the max |F|, the calculation gives 1.71 eV Å⁻¹. Its total energy is -82634.7432 eV. Its energy above the lowest of the compared OMol25 structures with the same formula, charge and spin is 12.6 kcal per mole. The HOMO-LUMO gap (alpha / beta) comes out at 7.596 / 5.406 eV.


C32H49N2O5S2Si2Tc as an isolated structure, computed with ωB97M-V/def2-TZVPD.

XYZ file:
```
93
C32H49N2O5S2Si2Tc | OMol25 | ωB97M-V/def2-TZVPD
Tc -0.21324 1.72553 0.98432
S 3.05052 -1.00218 2.47779
S -2.13649 1.83030 0.19663
Si -0.51482 -1.13333 -2.66063
Si 0.19830 3.49429 -0.95098
O 0.22841 2.48781 2.94113
O -1.67426 -2.24158 -2.91231
O 0.87940 -1.74411 -3.25478
O -0.43217 -0.39927 1.82035
O -0.38789 -0.95303 -1.01285
N 0.56877 3.49466 0.66509
N 0.76020 -2.41458 2.18230
C 0.85420 5.99344 3.98580
C 1.55124 3.05078 -2.12547
C 0.56368 4.63984 4.12843
C -1.74474 0.91686 5.59576
C 0.55332 1.07299 6.30329
C 1.67230 -1.64594 3.16360
C 1.00824 5.74750 1.59308
C -2.02698 -1.89201 -5.30139
C 0.29000 -1.41349 1.14047
C -2.23551 -2.81924 -4.11191
C 2.64070 -0.50329 -2.13333
C -0.91488 0.55890 -3.28310
C -0.62798 -3.08049 4.08336
C -1.53127 -4.14932 -4.33864
C -0.76516 0.72086 6.55889
C 2.20342 -0.22600 -4.58954
C 0.15019 -3.27592 -0.50722
C -1.21624 4.44513 -1.66016
C 1.19858 -1.55738 4.46645
C 0.90478 1.63146 5.08273
C 2.20010 -1.19980 -3.41757
C -2.00454 -2.15324 0.25983
C -0.29057 -3.24048 2.79551
C 1.08124 6.53853 2.73067
C -3.71676 -3.01537 -3.83427
C -0.09997 1.84829 4.15923
C 0.06680 -2.19234 4.94295
C 0.71037 4.39822 1.71396
C 0.51982 3.87592 2.98537
C -0.51936 -1.98314 -0.03463
C 3.10147 -2.38885 -3.71239
C -1.41829 1.50006 4.37818
H -1.51446 4.01838 -2.61853
H -4.22922 -3.37318 -4.72799
H -2.44343 -2.34113 -6.20322
H 0.02108 -4.08856 0.20802
H 2.06810 3.98931 -2.35846
H 0.37774 4.21379 5.10338
H -1.02961 0.28783 7.51446
H 3.06185 -3.10428 -2.89023
H -0.23368 1.25479 -2.79843
H -2.47835 -2.59778 -0.61343
H 1.31566 0.90768 7.05318
H -2.45044 -1.17709 0.44236
H 1.21603 -3.12163 -0.69513
H 1.81895 -0.97494 5.13293
H -0.30684 -3.60270 -1.43883
H 1.64065 0.67945 -4.35615
H -0.90555 5.47943 -1.84035
H -2.52514 -0.93467 -5.14098
H -4.17156 -2.07264 -3.52812
H -0.96219 -1.71944 -5.47563
H 1.31209 7.59031 2.63318
H 1.92567 1.90737 4.85230
H 3.22472 0.06656 -4.83647
H 3.59527 0.00320 -2.28577
H -1.68343 -4.80583 -3.48053
H 1.23297 -1.01471 0.76194
H -1.93387 0.83999 -3.01150
H 4.13536 -2.06744 -3.84314
H -2.16413 1.69792 3.61800
H 1.75903 -0.69579 -5.46775
H -2.19344 -2.78313 1.12670
H -0.46038 -3.99009 -4.47341
H 0.89938 6.61818 4.86659
H -0.09769 -0.32962 2.73854
H 1.18198 2.64575 -3.06395
H -0.79049 0.64613 -4.36150
H -0.72543 -3.96710 2.13298
H 1.18431 6.17488 0.61322
H 1.40610 -3.01945 1.66665
H -0.23251 -2.08479 5.97373
H 2.76565 -1.21751 -1.31684
H -2.06333 4.44765 -0.98064
H -2.76977 0.63518 5.79483
H -1.43076 -3.69606 4.46734
H -1.92470 -4.64865 -5.22505
H 2.27627 2.37197 -1.68005
H -3.86327 -3.74622 -3.03811
H 1.90521 0.24249 -1.82082
H 2.77467 -2.89080 -4.62332
```

The multiplicity is 4. Its net charge is +1. The calculation puts the molecular weight at 760.06 Da. For the max |F|, the calculation gives 1.15 eV Å⁻¹. Its total energy is -86818.5481 eV. Its energy above the lowest of the compared OMol25 structures with the same formula, charge and spin is 0.0 kcal per mole. The HOMO-LUMO gap (alpha / beta) comes out at 5.443 / 7.147 eV.


> Which formula does entry 2 have?

C32H49IrN9O6PS


> Among the records above, which one has the lowest max |F|?

C32H49N2O5S2Si2Tc